50
Properties=species:S:1:pos:R:3 method="wB97M-V/def2-TZVPD" total_charge=+2 e_above_lowest_kcal_mol=0.00 e_homo_ha=-0.5393
Pt 0.58408 1.24643 1.78444
Br 0.85247 2.47050 4.07902
C 0.97573 0.71826 4.89049
Br 0.68413 -0.57317 3.45297
H 0.19213 0.60003 5.62896
H 1.97462 0.57191 5.28256
I -2.57188 5.17951 -1.24428
C -0.71851 4.48937 -0.63140
C 0.46078 5.13405 -0.98878
C 1.67165 4.61901 -0.55191
C 1.68353 3.48000 0.22593
N 0.53992 2.86474 0.57228
C -0.64002 3.35211 0.15227
H 0.43392 6.02515 -1.60169
H 2.60621 5.09432 -0.81367
H 2.60295 3.04108 0.58646
H -1.52720 2.81534 0.45904
C -2.93533 0.37682 1.96148
Si -2.94577 -0.65790 0.40301
C -4.18725 -2.03223 0.49357
C -3.16642 0.41934 -1.10248
C -1.22659 -1.49217 0.23714
Te 0.32948 -0.17243 -0.31463
C 1.94981 -1.51299 -0.06493
Si 2.34139 -2.46062 -1.69502
C 3.01724 -1.18246 -2.87027
C 3.57807 -3.77088 -1.25326
C 0.74339 -3.17789 -2.34271
H -3.88890 0.89938 2.06729
H -2.14898 1.13811 1.95453
H -2.80230 -0.23724 2.85534
H -5.19530 -1.62582 0.59979
H -4.00585 -2.68865 1.34656
H -4.17356 -2.64199 -0.41155
H -4.16958 0.85147 -1.10512
H -3.06097 -0.15299 -2.02669
H -2.46079 1.25474 -1.14140
H -1.24330 -2.21018 -0.58819
H -0.91251 -2.03576 1.13089
H 1.68851 -2.16872 0.76761
H 2.81179 -0.90841 0.22423
H 3.92930 -0.72321 -2.48298
H 2.29636 -0.38859 -3.08415
H 3.26976 -1.64575 -3.82620
H 4.48661 -3.34055 -0.82811
H 3.86689 -4.33055 -2.14537
H 3.17093 -4.48503 -0.53524
H 0.00758 -2.41250 -2.60899
H 0.28581 -3.87577 -1.63801
H 0.94597 -3.73723 -3.25885


50
Properties=species:S:1:pos:R:3 method="wB97M-V/def2-TZVPD" total_charge=+4 e_above_lowest_kcal_mol=0.00 e_homo_ha="-0.8481 / -0.8481"
Ce 0.28614 -1.47199 0.16315
C 2.30294 -0.05348 0.09787
O 3.43643 0.22797 0.13064
C 0.75331 -1.76526 -2.15942
O 1.09122 -2.09339 -3.22663
C -1.99474 -2.27232 -0.58969
O -2.91985 -2.89760 -0.92561
C 0.59779 2.27867 -1.59466
P -0.54867 1.09839 -0.75746
H -1.62671 2.40316 0.92785
H 1.40563 2.44798 -0.86638
C -2.23650 1.35279 -1.52397
H -2.32907 2.43824 -1.64276
C -0.04952 3.63026 -1.89007
H -0.52201 4.09328 -1.00999
H -0.78523 3.56899 -2.70573
H 0.74087 4.31906 -2.22877
C 1.20211 1.63412 -2.84581
H 0.45242 1.53097 -3.64636
C -1.05654 0.59768 1.99225
H 1.64557 0.64514 -2.64913
H 2.00069 2.29963 -3.21190
C 0.43767 2.57103 1.51783
H -0.15311 -0.02359 2.20561
H -1.33173 1.01002 2.97820
H -1.89450 -0.04635 1.67279
C -0.75005 1.74343 1.00099
H 0.26493 2.82382 2.57590
H 0.56534 3.51348 0.97242
H 1.37596 2.00047 1.45893
C -3.38587 0.86044 -0.63902
H -3.29399 -0.21868 -0.44175
H -4.33234 1.01823 -1.17793
H -3.45905 1.40737 0.31140
C -2.28037 0.69317 -2.90561
H -2.07250 -0.38538 -2.83241
H -1.57284 1.14475 -3.61565
H -3.29166 0.81109 -3.32504
H -0.27156 0.81848 5.13977
H -0.02845 0.14143 5.35397
N 2.19614 -4.77057 3.00352
C 2.87108 -4.72723 1.67372
C 2.16213 -3.61673 0.91467
O 2.40549 -3.23823 -0.25951
O 1.23605 -3.05242 1.63415
H 2.29364 -3.86003 3.43714
H 2.51735 -5.46829 3.66236
H 1.20406 -4.91344 2.85288
H 3.93657 -4.54853 1.80152
H 2.80532 -5.70002 1.19175